[1]
Computed, not measured: a 9-piece molecular cluster, C21H46ClF9N11O18S overall, with ωB97M-V/def2-TZVPD.

Results
- Charge: +1
- DFT total energy: -123550.4412 eV
- HOMO energy: -12.228 eV
- F_max: 5.27 eV/Å

Last column: Löwdin charge in e.
Geometry (Å):
1 Cl 1.739 -3.723 1.360  0.65
2 S 6.077 0.947 -2.141  0.99
3 F 5.871 2.206 -4.482  0.06
4 F 4.027 1.072 -3.837  0.05
5 F 5.964 -0.385 -3.187  -0.18
6 F 6.343 2.193 -1.083  -0.15
7 F 4.763 0.344 -1.311  -0.18
8 F 5.474 4.372 -2.733  0.06
9 F 7.044 -0.009 -1.168  -0.17
10 F 7.470 1.419 -2.957  -0.17
11 F 3.671 3.804 -3.966  0.04
12 O 11.446 -0.595 1.624  0.06
13 O -2.436 2.470 9.003  0.07
14 O 0.439 -8.289 1.454  0.09
15 O -2.277 4.413 4.992  0.04
16 O 0.104 2.900 2.833  0.07
17 O -1.500 1.886 -6.507  0.03
18 O -3.049 -0.260 3.781  0.04
19 O -2.874 1.577 -3.809  -0.13
20 O -4.222 -4.782 -1.747  0.05
21 O 11.330 -2.567 0.722  0.07
22 O -3.134 6.378 4.644  0.07
23 O -1.636 -0.072 -7.439  0.08
24 O -3.494 -5.594 0.131  0.06
25 O -0.628 -2.988 2.377  0.02
26 O -4.382 -0.240 2.066  0.06
27 O -0.818 1.507 1.443  0.01
28 O -0.186 -6.227 1.189  0.01
29 O -3.703 2.620 7.247  0.04
30 N -2.195 5.612 4.778  -0.44
31 N -0.515 0.112 -1.588  0.10
32 N -0.319 1.801 2.521  -0.41
33 N -0.137 -7.279 1.811  -0.43
34 N -1.947 1.101 -7.333  -0.43
35 N -3.194 3.070 8.260  -0.44
36 N -1.135 -2.076 -0.672  -0.03
37 N 11.016 -1.392 0.807  -0.45
38 N -3.996 -5.701 -0.977  -0.42
39 N 1.238 -1.501 -0.938  0.15
40 N -3.989 0.184 3.140  -0.42
41 C -3.063 -1.899 -2.379  -0.15
42 C -2.957 1.630 -8.286  0.05
43 C 5.054 1.937 -3.333  -0.30
44 C 0.391 1.195 -1.013  -0.18
45 C 4.479 3.339 -2.856  -0.30
46 C -0.201 -1.188 -1.049  -0.22
47 C 1.952 3.196 -1.892  -0.16
48 C 1.479 1.650 -2.139  -0.15
49 C -0.225 0.718 3.533  0.06
50 C -4.364 -7.067 -1.433  0.06
51 C -0.034 -3.318 1.331  -0.68
52 C -2.966 0.125 -4.030  -0.24
53 C -0.808 -3.420 -0.069  -0.08
54 C -0.827 6.182 4.672  0.05
55 C -3.780 -0.517 -2.791  -0.15
56 C -3.523 4.472 8.625  0.04
57 C 3.515 3.347 -1.589  -0.08
58 C -2.619 -1.811 -0.821  -0.10
59 C -0.843 -7.334 3.118  0.06
60 C 10.018 -0.879 -0.168  0.03
61 C -4.722 1.343 3.716  0.06
62 H -1.595 -8.119 3.053  0.10
63 H -3.759 -2.817 -2.512  0.09
64 H -3.781 0.275 -1.962  0.11
65 H -4.869 -0.773 -3.054  0.12
66 H -2.426 1.947 -4.607  0.05
67 H -3.262 0.828 -8.955  0.10
68 H 1.402 -2.496 -1.203  0.09
69 H -4.204 4.879 7.879  0.10
70 H -2.590 5.034 8.644  0.10
71 H -0.906 7.251 4.482  0.10
72 H -5.437 -7.072 -1.622  0.11
73 H -3.994 4.454 9.608  0.10
74 H 3.647 4.384 -1.093  0.15
75 H 1.076 1.559 -3.201  0.13
76 H -2.121 -2.136 -3.006  0.12
77 H -5.758 1.038 3.858  0.11
78 H 2.406 1.018 -1.927  0.07
79 H -3.803 1.989 -7.701  0.10
80 H -0.319 5.995 5.618  0.10
81 H -1.240 0.373 3.736  0.06
82 H -0.081 -3.920 -0.819  0.13
83 H 0.387 -0.078 3.109  0.10
84 H -2.830 -0.798 -0.342  0.12
85 H -3.549 -0.026 -5.006  0.12
86 H -4.107 -7.779 -0.651  0.10
87 H 3.777 2.591 -0.771  0.12
88 H 0.888 0.869 -0.035  0.12
89 H -3.244 -2.608 -0.273  0.13
90 H -3.801 -7.273 -2.343  0.11
91 H 0.234 1.118 4.435  0.11
92 H 1.539 3.911 -2.683  0.13
93 H 10.492 -0.076 -0.731  0.10
94 H -1.308 -6.368 3.306  0.10
95 H 1.760 -0.991 -1.683  0.10
96 H -1.899 -0.284 -4.093  0.11
97 H 1.412 3.497 -0.911  0.12
98 H -0.100 -7.560 3.882  0.11
99 H -1.454 0.457 -1.349  0.11
100 H -4.265 1.610 4.668  0.09
101 H -0.324 5.678 3.847  0.09
102 H 9.724 -1.692 -0.830  0.10
103 H -2.489 2.441 -8.843  0.11
104 H 9.163 -0.514 0.398  0.09
105 H -0.233 2.126 -0.742  0.13
106 H -4.645 2.166 3.007  0.11
107 H -1.720 -4.118 -0.035  0.12

=====

[2]
Computed, not measured: C21H46CoNOP3Se as an isolated structure, with ωB97M-V/def2-TZVPD.

Results
- Charge: +3
- DFT total energy: -156871.0609 eV
- Spin multiplicity: 5
- ⟨S²⟩: 6.032
- HOMO energy (spin up / spin down): -15.881 / -15.880 eV
- F_max: 5.24 eV/Å

Last column: Löwdin charge in e.
Geometry (Å):
1 Se -3.752 -3.262 1.339  1.12
2 Co 0.038 -0.465 -0.347  0.16
3 P -0.651 0.498 1.437  0.76
4 P -1.316 0.232 -1.705  0.71
5 P 0.799 -2.237 0.466  0.73
6 O 2.608 1.888 0.036  -0.06
7 N 4.219 3.130 -0.872  -0.15
8 C 1.238 -3.716 -0.514  -0.24
9 C 0.254 -3.054 2.039  -0.21
10 C -1.073 2.272 1.240  -0.22
11 C -4.611 -5.117 -2.918  0.03
12 C 0.659 0.653 2.727  -0.21
13 C -5.345 -4.259 -0.803  -0.07
14 C 4.001 0.804 -1.628  0.01
15 C 0.300 -2.758 -3.286  -0.14
16 C 5.382 3.278 -1.710  -0.04
17 C -4.027 -3.894 -0.484  -0.50
18 C -3.025 0.806 -1.393  -0.21
19 C 2.415 -1.503 0.903  -0.22
20 C 3.550 1.954 -0.780  -0.49
21 C 3.839 4.220 0.005  -0.02
22 C -3.034 -3.932 -1.494  -0.06
23 C -1.577 -0.424 -3.388  -0.23
24 C -0.337 1.754 -1.998  -0.19
25 C -0.114 -3.930 -3.785  -0.03
26 C -2.026 0.101 2.625  -0.22
27 C -3.345 -4.554 -2.732  -0.01
28 C -5.634 -4.936 -1.984  0.01
29 H -3.642 0.009 -0.965  0.05
30 H -2.590 -4.608 -3.522  0.10
31 H 3.331 -0.036 -1.440  0.05
32 H -3.090 1.691 -0.754  0.04
33 H -0.159 2.791 0.915  0.06
34 H 2.593 -1.688 1.966  0.07
35 H -1.873 2.386 0.490  0.02
36 H 1.700 -3.362 -1.442  0.04
37 H -3.174 -2.012 0.817  -0.13
38 H 0.916 -0.347 3.122  0.04
39 H -1.997 0.827 3.457  0.08
40 H 2.759 4.406 -0.065  0.09
41 H 4.416 5.104 -0.294  0.10
42 H -3.441 1.024 -2.384  0.07
43 H 5.032 0.505 -1.398  0.11
44 H 6.234 2.666 -1.352  0.11
45 H 4.089 3.970 1.045  0.11
46 H 0.618 1.797 -1.436  0.03
47 H -1.386 2.657 2.226  0.08
48 H 0.888 -2.098 -3.944  0.08
49 H 5.678 4.334 -1.726  0.10
50 H 0.345 -2.405 2.923  0.05
51 H 0.309 -4.238 -0.792  0.05
52 H -2.075 -3.438 -1.285  0.09
53 H -0.147 1.728 -3.078  0.07
54 H 3.162 -2.001 0.276  0.07
55 H 0.252 1.293 3.532  0.08
56 H -1.917 -0.916 3.020  0.04
57 H 0.911 -3.926 2.180  0.07
58 H 2.497 -0.426 0.698  0.01
59 H -2.276 -1.273 -3.345  0.06
60 H 1.958 -4.358 0.015  0.08
61 H -1.955 0.381 -4.034  0.08
62 H 1.530 1.117 2.232  0.05
63 H -4.844 -5.662 -3.843  0.15
64 H -0.622 -0.797 -3.775  0.02
65 H -0.067 -4.154 -4.863  0.09
66 H -3.002 0.136 2.123  0.04
67 H -0.500 -4.752 -3.180  0.05
68 H -6.151 -4.030 -0.115  0.12
69 H 0.040 -2.407 -2.270  -0.02
70 H 5.163 2.970 -2.746  0.10
71 H -6.635 -5.321 -2.164  0.14
72 H -0.790 -3.397 1.972  0.01
73 H -0.966 2.614 -1.739  0.07
74 H 3.945 1.059 -2.689  0.10

=====

[3]
Computed, not measured: C21H46CrN3O22 as an isolated structure, with ωB97M-V/def2-TZVPD.

Results
- Charge: +2
- DFT total energy: -100428.5622 eV
- Spin multiplicity: 6
- ⟨S²⟩: 8.847
- HOMO energy (spin up / spin down): -14.070 / -14.263 eV
- F_max: 6.70 eV/Å

Last column: Löwdin charge in e.
Geometry (Å):
1 Cr 0.096 -3.972 -0.179  1.11
2 O 7.292 2.505 1.495  0.02
3 O -0.139 -3.335 1.867  0.02
4 O 5.761 0.864 1.141  0.08
5 O 3.587 2.930 -3.129  0.10
6 O -2.175 -0.997 -6.275  0.05
7 O 1.735 2.349 -2.143  0.01
8 O -6.114 1.727 -3.365  0.27
9 O -1.715 -2.429 3.246  0.03
10 O -2.529 -2.243 -4.429  0.03
11 O -5.435 1.148 0.556  0.02
12 O -2.274 4.819 2.317  -0.01
13 O 3.889 -5.516 0.919  0.07
14 O -4.187 3.940 1.353  0.11
15 O 5.226 3.080 1.059  -0.02
16 O -6.065 -0.999 1.124  0.08
17 O -4.706 -0.418 -0.596  -0.02
18 O -2.122 3.614 0.455  -0.03
19 O 2.203 -4.217 0.013  -0.01
20 O 0.039 -1.883 -0.881  -0.28
21 O 4.276 -3.444 0.730  0.03
22 O -4.223 1.631 -4.362  0.42
23 O 0.289 -2.659 4.015  0.05
24 N 2.801 2.085 -2.693  -0.41
25 N -1.828 -1.581 -5.207  -0.38
26 N -4.893 1.924 -3.380  -0.27
27 C -2.975 4.056 1.420  -0.51
28 C -2.818 -2.538 2.316  -0.01
29 C 6.097 2.032 1.228  -0.56
30 C 3.804 2.820 0.754  0.00
31 C 8.261 1.636 1.867  -0.06
32 C -0.399 -0.649 -0.519  -0.58
33 C -3.049 5.573 3.284  -0.02
34 C -5.424 -0.121 0.468  -0.61
35 C 1.757 -2.707 3.901  0.03
36 C -0.742 3.670 0.414  -0.08
37 C -0.953 0.170 -1.721  -0.03
38 C 3.298 -6.725 0.657  -0.05
39 C -4.162 2.430 -2.187  0.13
40 C -0.358 -1.508 -4.800  0.03
41 C -6.408 1.693 1.404  -0.03
42 C -4.258 -1.787 -0.894  0.01
43 C -0.452 -2.834 2.926  -0.52
44 C 0.718 0.102 0.187  -0.03
45 C 3.348 -4.399 0.499  -0.48
46 C 3.103 0.605 -2.640  0.05
47 C 4.395 -2.357 -0.113  -0.04
48 H 1.889 -3.568 3.245  0.08
49 H -3.426 4.938 4.087  0.10
50 H 0.289 -2.083 -5.463  0.10
51 H 0.242 1.025 0.519  0.07
52 H 5.327 -1.798 -0.033  0.12
53 H -3.724 -2.302 2.874  0.11
54 H 1.097 -0.418 1.066  0.07
55 H -3.965 5.982 2.858  0.09
56 H 4.080 0.492 -3.109  0.10
57 H -0.425 4.713 0.430  0.10
58 H -0.238 -1.844 -3.770  0.07
59 H 2.363 -6.913 1.186  0.11
60 H 3.965 -7.509 1.015  0.12
61 H 7.828 0.651 1.693  0.09
62 H 9.136 1.781 1.234  0.11
63 H -4.653 -2.210 -1.817  0.10
64 H -1.661 -0.391 -2.330  0.05
65 H 3.239 0.309 -1.600  0.07
66 H 2.359 -0.003 -3.154  0.09
67 H -0.261 3.193 1.268  0.10
68 H -4.514 -2.465 -0.080  0.08
69 H 3.226 2.347 1.548  0.09
70 H -0.172 0.468 -2.421  0.06
71 H -2.568 6.440 3.735  0.10
72 H 3.228 -6.960 -0.405  0.11
73 H 3.816 2.203 -0.144  0.06
74 H 3.555 -1.670 -0.010  0.08
75 H 3.514 3.848 0.535  0.10
76 H -6.280 2.774 1.442  0.08
77 H -1.480 1.029 -1.306  0.06
78 H -2.671 -1.904 1.442  0.07
79 H -6.273 1.414 2.449  0.11
80 H -7.405 1.385 1.087  0.11
81 H 1.609 0.287 -0.412  0.05
82 H -4.033 1.576 -1.523  0.10
83 H -3.172 -1.859 -0.953  0.07
84 H -3.097 -3.549 2.018  0.10
85 H -1.211 -0.751 0.201  0.11
86 H -4.781 3.164 -1.672  0.14
87 H -0.353 3.321 -0.543  0.08
88 H -3.225 2.893 -2.497  0.13
89 H 0.105 -0.522 -4.833  0.09
90 H 2.307 -1.917 3.390  0.10
91 H 2.253 -2.882 4.855  0.11
92 H 4.099 -2.753 -1.085  0.10
93 H 8.487 1.959 2.883  0.11

=====

[4]
Computed, not measured: a 3-piece molecular cluster, C21H47BrNO10P overall, with ωB97M-V/def2-TZVPD.

Results
- DFT total energy: -123825.1617 eV
- HOMO energy: -9.693 eV
- SMILES string: CCOCCOCCOCN(CCCP(=O)(OCC)OCC)C(=O)OBr.CC(C)O.CC(C)O
- F_max: 9.64 eV/Å

Last column: Löwdin charge in e.
Geometry (Å):
1 Br 0.012 0.829 4.743  0.81
2 P -2.754 0.705 -0.084  0.81
3 O -4.027 0.542 -1.311  -0.33
4 O 1.338 1.612 3.721  -0.58
5 O 6.286 1.093 -0.958  -0.19
6 O -3.273 1.623 1.094  -0.37
7 O -4.489 -1.020 -3.844  -0.08
8 O 1.553 -0.573 2.635  -0.04
9 O 9.281 -0.878 -1.593  -0.24
10 O 3.706 1.725 0.260  -0.15
11 O -4.335 -2.715 3.720  -0.08
12 O -2.281 -0.921 0.450  -0.29
13 N 1.345 1.422 1.085  -0.03
14 C 8.087 -0.286 -2.283  -0.14
15 C 9.466 -1.139 1.014  -0.11
16 C -5.167 -1.014 5.200  -0.06
17 C -2.926 -2.168 -5.265  -0.07
18 C -3.951 -1.806 4.749  -0.50
19 C 2.502 2.373 0.871  -0.20
20 C -1.235 1.424 -1.028  -0.23
21 C 7.705 1.070 -1.444  -0.17
22 C 4.750 2.753 0.380  -0.18
23 C 1.404 0.771 2.481  -0.37
24 C -3.335 -2.582 5.902  -0.06
25 C -5.274 1.173 -0.842  -0.28
26 C -6.356 1.020 -2.108  -0.10
27 C 0.116 2.349 1.194  -0.19
28 C -0.533 2.709 -0.291  -0.20
29 C -3.945 0.027 -5.939  -0.07
30 C -3.472 -1.784 0.563  -0.28
31 C -2.944 -3.303 0.981  -0.11
32 C -4.164 -1.287 -5.206  -0.50
33 C 8.853 -1.669 -0.427  -0.26
34 C 6.105 2.479 -0.501  -0.18
35 H -4.137 -1.369 1.432  0.12
36 H -4.839 0.656 -5.878  0.08
37 H 0.317 3.290 1.861  0.14
38 H 10.625 -0.911 0.869  0.09
39 H -4.050 -3.303 6.315  0.08
40 H -2.072 -1.676 -4.787  0.08
41 H -4.997 -3.323 4.088  0.10
42 H -2.469 -3.158 5.559  0.08
43 H -3.740 -0.549 -3.444  0.07
44 H 2.163 3.261 0.169  0.14
45 H -3.095 -3.105 -4.723  0.08
46 H 7.025 2.711 0.223  0.14
47 H 9.137 -2.806 -0.589  0.13
48 H -1.564 1.790 -2.105  0.11
49 H -5.015 -1.817 -5.648  0.14
50 H 7.673 -1.546 -0.334  0.13
51 H 7.832 1.993 -2.187  0.13
52 H 9.269 -1.976 1.832  0.09
53 H -1.367 3.542 -0.103  0.13
54 H -3.015 -1.910 6.704  0.08
55 H -3.708 -0.144 -6.994  0.08
56 H -7.348 1.630 -1.916  0.09
57 H -3.205 -1.126 4.323  0.14
58 H -3.907 -4.006 0.934  0.09
59 H -0.722 1.719 1.764  0.12
60 H -2.186 -3.743 0.187  0.08
61 H -6.540 -0.138 -2.217  0.08
62 H 8.481 1.216 -0.579  0.13
63 H 0.272 3.213 -1.003  0.12
64 H -2.406 -3.331 2.021  0.08
65 H 7.211 -1.052 -2.414  0.14
66 H -0.395 0.603 -1.197  0.12
67 H 8.491 0.065 -3.346  0.14
68 H -4.063 -1.920 -0.444  0.13
69 H -5.947 -1.679 5.588  0.08
70 H -2.659 -2.405 -6.300  0.08
71 H 6.179 3.204 -1.441  0.14
72 H -4.902 -0.294 5.981  0.08
73 H -5.607 -0.470 4.358  0.08
74 H -3.126 0.597 -5.485  0.08
75 H 8.944 -0.112 1.285  0.07
76 H -5.162 2.325 -0.658  0.12
77 H -5.790 1.370 -3.073  0.07
78 H 4.273 3.759 -0.052  0.13
79 H -5.768 0.614 0.073  0.13
80 H 2.839 2.814 1.924  0.15
81 H 5.021 2.943 1.509  0.14

=====

[5]
Computed, not measured: a 4-piece molecular cluster, C21H47BrO14P2 overall, with ωB97M-V/def2-TZVPD.

Results
- DFT total energy: -139822.0690 eV
- HOMO energy: -9.091 eV
- SMILES string: C#CCO[P@@](=O)(O)OP(O)Br.COCCOCCOC.COCCOCCOC.COCCOCCOC
- F_max: 0.80 eV/Å

Last column: Löwdin charge in e.
Geometry (Å):
1 Br 3.479 -2.810 -1.837  0.31
2 P 3.426 -1.286 -3.471  0.54
3 P 0.927 -0.909 -4.982  0.27
4 O -4.220 -6.142 -3.608  -0.13
5 O -2.038 -4.008 -3.140  -0.19
6 O 1.760 0.416 -5.253  -0.10
7 O 0.500 -1.643 -6.157  -0.21
8 O -3.430 2.249 2.071  -0.14
9 O -4.531 -4.883 -0.800  -0.20
10 O 4.951 0.840 0.758  -0.14
11 O -1.828 2.549 4.700  -0.20
12 O 3.153 0.042 -2.593  -0.37
13 O -0.301 -0.485 -4.072  -0.17
14 O 5.801 3.316 2.408  -0.20
15 O -4.468 4.606 3.782  -0.20
16 O 7.798 1.845 0.041  -0.19
17 O 1.916 -1.737 -4.037  -0.50
18 C -3.702 -6.534 -2.349  -0.19
19 C -2.231 2.952 2.358  -0.18
20 C -2.388 0.775 -1.641  0.14
21 C -4.926 5.912 3.523  -0.11
22 C 5.120 2.151 2.833  -0.21
23 C 9.036 1.243 -0.257  -0.11
24 C 5.410 1.730 -0.248  -0.18
25 C -5.613 -4.488 0.009  -0.12
26 C -4.465 2.313 3.040  -0.18
27 C -1.392 0.333 -2.125  -0.08
28 C -1.293 1.658 5.650  -0.11
29 C -5.203 3.631 3.067  -0.21
30 C -4.620 -6.243 -1.185  -0.21
31 C -2.826 -4.236 -4.295  -0.20
32 C -0.144 -0.212 -2.665  -0.21
33 C -1.356 2.284 3.393  -0.21
34 C 6.767 1.396 -0.817  -0.21
35 C 5.165 4.494 2.842  -0.11
36 C -0.669 -3.890 -3.449  -0.11
37 C 5.561 0.946 2.035  -0.18
38 C -4.191 -4.756 -3.913  -0.18
39 H 9.772 1.648 0.435  0.09
40 H 4.036 2.283 2.717  0.13
41 H 5.106 4.538 3.937  0.09
42 H -1.342 1.202 3.207  0.13
43 H 1.199 1.181 -5.425  0.10
44 H 0.082 -1.143 -2.142  0.12
45 H -2.713 -6.104 -2.173  0.12
46 H -5.651 -6.489 -1.470  0.13
47 H -0.138 -3.705 -2.515  0.08
48 H -1.583 0.623 5.430  0.09
49 H -6.565 -4.588 -0.526  0.09
50 H 6.650 0.912 1.959  0.13
51 H 6.840 0.310 -0.962  0.13
52 H -4.093 2.060 4.035  0.12
53 H 5.377 2.762 0.110  0.13
54 H -2.435 3.989 2.636  0.12
55 H -0.488 -3.061 -4.141  0.05
56 H -1.678 2.957 1.416  0.12
57 H 6.872 1.889 -1.794  0.13
58 H -3.262 0.946 -1.059  0.04
59 H -2.331 -4.962 -4.953  0.13
60 H -2.942 -3.290 -4.842  0.13
61 H 4.683 1.631 -1.056  0.11
62 H 0.655 0.515 -2.529  0.11
63 H 9.354 1.466 -1.283  0.09
64 H -0.278 -4.812 -3.896  0.10
65 H -4.612 -4.162 -3.099  0.12
66 H -4.320 6.595 4.115  0.09
67 H 5.340 1.974 3.896  0.13
68 H -0.331 2.670 3.295  0.13
69 H 5.231 0.057 2.577  0.13
70 H -3.593 -7.619 -2.416  0.13
71 H 5.756 5.336 2.487  0.09
72 H -5.379 3.968 2.038  0.13
73 H -0.199 1.719 5.684  0.09
74 H -4.330 -6.876 -0.335  0.13
75 H -5.178 1.543 2.739  0.13
76 H -4.815 6.168 2.462  0.09
77 H -1.693 1.937 6.623  0.09
78 H 4.151 4.572 2.430  0.09
79 H 8.989 0.155 -0.129  0.09
80 H -4.839 -4.647 -4.785  0.13
81 H -5.463 -3.442 0.268  0.09
82 H -5.978 6.032 3.809  0.09
83 H -5.661 -5.079 0.932  0.09
84 H 2.773 -0.168 -1.727  0.03
85 H -6.176 3.483 3.558  0.13